Version P
Molecular formula: C4H5NO3
Method: DFT, ωB97M-V with the def2-TZVPD basis set

Summary:
Frontier orbital gap (hartree): 0.3722
E_HOMO (eV): -9.955
SMILES: O=COC(=O)N1CC1

Structure (ORCA input):
```
! wB97M-V def2-TZVPD RIJCOSX def2/J DEFGRID3
* xyz 0 1
H 0.6564 2.1985 2.1955
C -0.2917 0.1244 -0.3385
N -0.3056 1.4716 0.3665
H 0.1432 0.1778 2.6170
C -0.0329 1.2005 2.0054
C -1.5164 1.7067 1.4059
H -2.0034 2.7503 1.5054
O -0.9566 -0.8528 -0.0784
H -2.1915 0.7449 0.8663
H 2.3485 -1.1941 -1.7739
O 0.7675 -2.3098 -1.2767
O 0.9740 -0.0676 -0.8836
C 1.3254 -1.2209 -1.4170
*
```

***

Version Q
Molecular formula: C4H5NO3
Method: DFT, ωB97M-V with the def2-TZVPD basis set

Summary:
Frontier orbital gap (hartree): 0.3249
E_HOMO (eV): -8.230
SMILES: CC(=O)OC(O)=C=N

Structure (ORCA input):
```
! wB97M-V def2-TZVPD RIJCOSX def2/J DEFGRID3
* xyz 0 1
H -1.6605 0.7098 1.9716
H 0.4490 0.9776 -3.2821
O 2.6331 0.1830 -0.1784
H 2.7545 -0.3949 0.5938
C -1.7790 -0.0549 1.2032
H -2.3078 0.3618 0.3564
O -0.0534 -1.6919 0.7524
C 1.3154 0.4091 -0.3723
O 0.5211 0.5478 0.7373
C 0.6703 0.2113 -1.5199
H -2.3658 -0.8776 1.6227
N 0.2531 0.1825 -2.6712
C -0.4299 -0.5636 0.7867
*
```

***

Version R
Molecular formula: C4H5NO3
Method: DFT, ωB97M-V with the def2-TZVPD basis set

Summary:
Frontier orbital gap (spin up / spin down) (hartree): 0.2924 / 0.2563
E_HOMO (spin up / spin down) (eV): -8.247 / -7.546

Structure (ORCA input):
```
! wB97M-V def2-TZVPD RIJCOSX def2/J DEFGRID3
* xyz 0 1
H 2.5306 1.5407 2.2715
H -1.6128 -1.8156 -0.0819
O 1.3171 1.9620 0.4440
C -2.3360 -0.2902 -1.6728
H 0.3308 0.5473 -0.9373
O -2.1623 0.6509 -2.3492
C -1.1028 -1.1307 -0.9096
N -0.0843 -0.2823 -0.4226
H 0.3298 -1.0161 1.3602
O 1.8963 0.7747 2.3292
C 0.4846 -0.2275 0.7772
H -0.8331 -1.6582 -1.9578
C 1.2420 0.9451 1.1493
*
```

***

Computed stability ranking, most favorable first: version Q, version R, version P